The following is a quantum chemistry calculation of a single C6H16N2 molecule, from OMol25.

Geometry as XYZ:
```
24
Properties=species:S:1:pos:R:3:forces:R:3:lowdin_charge:R:1
C 1.5585 -2.1269 -0.0027 0.022 -0.281 -0.146 -0.1121
C 0.7505 -1.4806 1.1123 0.129 0.148 -0.038 -0.2275
C 0.3110 -0.0309 0.8436 -0.585 0.318 0.297 -0.3769
N -0.6136 0.3836 1.9237 0.062 0.349 -0.562 0.0361
C -0.2941 0.2936 -0.5667 -0.687 -0.092 -0.215 -0.3644
C -1.3838 -0.6975 -1.0001 0.175 -0.191 -0.003 -0.0518
N -0.9006 1.6542 -0.5782 0.610 -0.329 0.200 -0.1144
C 0.1111 2.7076 -0.6401 -0.342 0.258 -0.134 -0.1302
H 2.2446 -1.4194 -0.4755 0.005 -0.069 0.037 0.0757
H 2.1458 -2.9608 0.3958 -0.025 0.128 -0.115 0.0716
H 0.9032 -2.5448 -0.7712 0.165 0.118 -0.062 0.0575
H -0.1114 -2.1193 1.3415 -0.038 0.198 -0.029 0.1092
H 1.3730 -1.4773 2.0184 -0.321 0.179 -0.110 0.1111
H 1.2062 0.5934 0.9592 -0.059 -0.046 -0.085 0.1257
H -1.4399 -0.2108 1.8920 0.130 -0.084 0.071 0.0598
H -0.9738 1.3019 1.6310 0.116 -0.377 0.317 0.0613
H 0.5022 0.2540 -1.3209 0.188 -0.045 0.043 0.1275
H -1.9873 -0.2998 -1.8244 0.089 0.063 0.165 0.0747
H -2.0618 -0.9577 -0.1826 0.030 0.097 -0.056 0.0766
H -0.9383 -1.6209 -1.3801 -0.054 0.058 0.166 0.0638
H -1.4982 1.7489 -1.3975 0.148 -0.184 0.281 0.0988
H 0.7616 2.7093 0.2381 -0.106 -0.136 -0.076 0.0744
H -0.3889 3.6813 -0.6723 0.080 -0.116 0.031 0.0783
H 0.7237 2.6191 -1.5432 0.269 0.036 0.023 0.0752
```
Positions in Å, forces in eV/Å.

Results
gap between HOMO and LUMO: 0.372 Ha
lowest unoccupied orbital energy: 1.04 eV
HOMO energy: -9.092 eV
SMILES string: CC[C@H](N)[C@@H](C)NC